(1)
{"formula": "CH2CuFLiO", "method": "the ωB97M-V functional and the def2-TZVPD basis", "max_force_ev_per_a": 4.08, "de_lowest_ev": 1.7113, "spin_multiplicity": 2, "s_squared": 0.755, "homo_ev": [-7.27, -7.99], "homo_lumo_gap_ev": [6.138, 6.832], "elements": ["Li", "H", "F", "O", "Cu", "C", "H"], "positions_angstrom": [[-1.4977, -1.7675, 0.9309], [1.2465, -0.8718, -0.9429], [1.4356, 0.9997, 0.5760], [-0.8305, -0.5196, -0.1430], [-0.4930, 1.4244, 0.5373], [0.5401, -1.2577, -0.1980], [0.7984, -2.3087, -0.3998]], "forces_ev_per_angstrom": [[0.456, 0.393, -0.369], [-0.457, 1.254, 0.704], [-0.723, 0.941, 0.335], [2.850, -2.919, 0.209], [1.411, -1.072, -0.366], [-1.662, 2.245, -1.395], [-1.876, -0.842, 0.882]], "lowdin_charge": [0.790, 0.025, -0.594, -0.579, 0.474, -0.132, 0.016]}

=====

(2)
{"formula": "C35H30BF4N6O2PdS", "method": "the ωB97M-V functional and the def2-TZVPD basis", "charge": -1, "max_force_ev_per_a": 1.17, "de_lowest_ev": 0.1422, "spin_multiplicity": 3, "s_squared": 2.085, "homo_ev": [-4.13, -4.22], "homo_lumo_gap_ev": [6.246, 5.473], "elements": ["C", "C", "H", "C", "F", "H", "C", "C", "C", "C", "C", "H", "F", "C", "H", "H", "N", "H", "C", "H", "H", "H", "C", "C", "C", "C", "N", "O", "F", "C", "Pd", "H", "C", "H", "B", "C", "C", "C", "H", "H", "H", "C", "H", "O", "C", "N", "N", "C", "H", "H", "H", "N", "H", "C", "C", "C", "H", "H", "H", "S", "H", "C", "H", "H", "H", "H", "C", "C", "C", "C", "C", "F", "H", "H", "N", "C", "H", "C", "C", "C"], "positions_angstrom": [[-1.4211, -3.0971, -1.1322], [1.9400, -4.5911, 0.4625], [1.4296, -4.9996, -0.4016], [2.3137, 5.3775, -4.1667], [-0.5984, 0.2840, 5.1914], [-0.5977, -5.1341, 1.4338], [-7.5745, -0.5742, 1.0248], [-7.4730, 0.1384, -0.1622], [1.3680, 4.3324, -6.0769], [-5.1062, -0.3577, -0.2336], [-2.7790, -1.4817, 1.5796], [-1.2496, 2.0791, 0.5978], [-0.4402, -1.9558, 4.6190], [-6.2372, 0.2288, -0.7858], [-6.1410, 0.7638, -1.7231], [3.8069, -3.0914, 3.4747], [0.6241, 1.2730, 0.4129], [-2.5430, -6.3619, 0.5668], [2.8848, 6.4146, -2.0741], [4.8153, -0.3423, 0.5488], [-0.4494, 4.4189, 0.7322], [-4.4210, -2.2745, 2.3787], [-2.5344, -3.7782, -1.6058], [1.4377, -3.4273, 1.0631], [2.2829, 6.4777, -3.3094], [3.6102, 4.1639, -2.5414], [4.0399, 5.2277, -0.3641], [2.2923, -0.8276, 0.0688], [0.1928, -0.3276, 3.1014], [3.7784, -4.6756, 2.0234], [0.3281, -0.7452, 0.4924], [1.7798, -2.0066, 2.6394], [-2.2381, -5.4378, 0.0879], [1.7604, 7.3692, -3.6350], [0.1684, -0.6682, 4.5069], [2.1435, -2.9011, 2.1517], [-5.2034, -1.0356, 0.9782], [-6.4527, -1.1564, 1.5870], [-8.5325, -0.6738, 1.5205], [3.0766, 3.3803, -4.4554], [-3.8349, -5.4801, -1.3616], [4.1945, 0.5416, 0.4595], [2.8406, 7.2552, -1.3914], [1.6423, 5.5137, -5.3451], [3.0914, -5.2037, 0.9373], [0.2951, -2.7740, 0.5718], [-2.0710, -2.2393, 2.3912], [-0.1945, 2.2993, 0.5312], [4.1582, 3.2747, -2.2569], [-2.4922, -2.8008, 3.1111], [-3.0693, -3.3953, -2.4690], [4.5618, 4.1188, 0.0803], [5.8145, 1.9276, 0.5710], [-1.1361, -4.7540, 0.5735], [3.0027, 4.2287, -3.7880], [-2.9648, -4.9487, -0.9949], [-1.0752, -2.2013, -1.6255], [2.2519, 3.9754, -6.6110], [4.6728, -5.1597, 2.3963], [-2.0045, -0.3853, 0.5547], [-6.5447, -1.7070, 2.5184], [4.7422, 1.7973, 0.4881], [0.9990, 3.5378, -5.4254], [1.9823, 4.8804, 0.6129], [3.4617, -6.0946, 0.4417], [0.5964, 4.5890, -6.7980], [3.9523, 2.9654, 0.3093], [-0.7158, -3.5396, -0.0034], [1.6106, 3.8677, 0.5354], [1.9734, 1.5035, 0.3559], [3.5353, 5.2438, -1.6447], [1.4823, -0.7132, 4.9795], [-4.1561, -0.2900, -0.7410], [-1.0842, -2.0347, 2.5074], [-4.1261, -1.6537, 1.6441], [2.5082, 2.8042, 0.3877], [-8.3443, 0.6113, -0.5964], [0.2637, 3.6150, 0.6092], [2.8087, 0.3368, 0.2869], [3.2908, -3.5188, 2.6214]], "forces_ev_per_angstrom": [[0.009, -0.093, 0.043], [0.062, 0.027, -0.047], [0.010, -0.009, 0.023], [0.079, -0.173, 0.077], [0.141, -0.227, -0.135], [-0.020, 0.006, -0.014], [-0.035, 0.002, -0.037], [0.060, -0.015, -0.019], [0.045, 0.051, 0.018], [0.092, -0.008, -0.038], [0.078, -0.209, 0.161], [-0.045, -0.050, 0.011], [0.121, 0.266, -0.043], [-0.023, -0.013, 0.043], [-0.002, -0.021, 0.026], [-0.060, 0.004, -0.036], [0.472, 0.281, 0.083], [0.011, 0.014, 0.018], [-0.026, 0.050, 0.034], [-0.005, 0.050, -0.059], [0.012, -0.042, 0.010], [-0.034, -0.054, 0.064], [0.006, -0.024, 0.031], [-0.083, 0.084, -0.024], [-0.021, 0.111, 0.055], [0.007, 0.064, 0.014], [-0.570, 0.284, 0.508], [0.151, 0.306, 0.348], [-0.101, -0.109, 0.628], [-0.065, -0.010, -0.043], [-0.779, -0.592, -0.647], [-0.013, 0.020, 0.009], [0.063, 0.040, -0.025], [0.002, -0.029, 0.032], [0.011, 0.067, -0.081], [-0.028, -0.058, 0.071], [0.004, 0.038, -0.047], [-0.040, -0.004, 0.080], [0.036, -0.001, 0.000], [-0.016, 0.016, 0.028], [0.027, 0.019, -0.002], [-0.032, -0.223, -0.011], [0.025, -0.024, -0.034], [-0.113, -0.029, -0.108], [-0.074, 0.059, 0.022], [-0.072, -0.140, -0.077], [0.083, 0.133, 0.146], [0.018, -0.108, 0.064], [-0.060, 0.010, -0.020], [-0.013, -0.036, 0.047], [0.046, 0.014, 0.022], [0.522, -0.360, -0.508], [-0.046, 0.020, -0.018], [-0.065, -0.025, 0.022], [0.011, 0.029, 0.047], [0.031, -0.005, -0.007], [-0.019, 0.115, -0.037], [0.041, -0.011, 0.015], [0.000, 0.024, 0.001], [0.071, 0.116, -0.226], [0.031, 0.050, -0.022], [0.029, 0.067, -0.085], [-0.020, 0.002, 0.029], [0.026, -0.026, -0.027], [-0.023, 0.002, 0.010], [0.016, 0.034, -0.029], [-0.183, 0.170, 0.291], [0.103, 0.088, 0.050], [-0.084, 0.080, 0.000], [-0.134, 0.037, 0.016], [0.281, -0.207, -0.304], [-0.252, -0.014, -0.058], [-0.058, 0.003, 0.029], [0.045, -0.054, 0.017], [-0.046, 0.074, -0.115], [0.083, -0.058, -0.073], [0.008, -0.025, 0.000], [-0.006, 0.062, -0.046], [0.240, 0.093, -0.146], [0.051, 0.003, 0.006]], "lowdin_charge": [-0.091, -0.048, 0.108, -0.294, 0.097, 0.114, -0.096, -0.105, -0.090, -0.047, -0.716, 0.058, 0.063, -0.084, 0.103, 0.102, -0.024, 0.092, -0.027, 0.120, 0.106, 0.139, -0.113, -0.301, -0.015, -0.006, 0.033, -0.134, 0.004, -0.126, 0.841, 0.086, -0.113, 0.115, -1.214, -0.035, -0.231, -0.036, 0.100, 0.104, 0.084, 0.002, 0.109, -0.091, -0.111, -0.094, 0.154, -0.128, 0.111, 0.130, 0.094, 0.053, 0.110, -0.058, -0.019, -0.133, 0.078, 0.091, 0.085, 0.786, 0.111, -0.019, 0.094, 0.110, 0.090, 0.087, -0.263, -0.347, 0.009, -0.128, -0.308, 0.107, 0.050, 0.069, 0.083, -0.074, 0.096, -0.033, -0.339, -0.087]}